# 1
Entry from the OMol25 dataset: a structure of composition C19H50CaClF2N4O15PRbS (ωB97M-V/def2-TZVPD).

The geometry in XYZ format:
```
95
Properties=species:S:1:pos:R:3:forces:R:3
Ca 26.819 -18.855 -3.313 0.8337 -0.5066 0.9028
Rb 28.641 -22.161 -0.330 0.1935 0.8519 -0.4134
S 29.611 -19.369 -2.420 3.2797 0.7021 2.4292
O 30.644 -19.357 -3.420 1.5387 -0.6236 -1.2213
O 28.939 -18.097 -2.442 -1.6262 2.7955 -0.0140
O 28.596 -20.351 -2.763 -2.5986 -3.2402 -0.7369
O 30.137 -19.655 -1.047 -0.4595 -0.5122 -0.8897
Cl 23.944 -21.274 -7.143 -1.0051 -2.0811 -0.3016
O 25.283 -21.595 -7.355 3.5874 -1.0115 0.0464
O 23.810 -19.915 -7.471 -1.2924 2.6451 -0.3790
O 23.171 -22.150 -7.980 -0.8368 0.4964 0.1131
O 23.597 -21.487 -5.759 -0.3486 0.0954 0.8580
O 27.682 -19.969 0.951 -0.6047 0.9323 -0.3547
P 27.158 -18.716 0.331 1.6074 1.0488 -1.3840
O 26.612 -18.709 -1.101 -0.0909 -0.0367 3.9672
F 28.218 -17.446 0.449 -1.6133 -2.1072 -0.1172
F 26.147 -18.079 1.400 -0.0920 -0.2488 -0.8770
C 28.585 -19.987 -7.443 0.9129 1.6663 0.7542
C 28.234 -19.335 -6.046 -0.1339 1.1520 -1.0766
C 27.756 -17.824 -6.168 1.4626 -1.0905 0.0067
O 27.575 -17.272 -4.859 -0.9036 0.4827 -0.9890
C 27.710 -15.822 -4.830 1.4602 -1.5151 -0.6248
N 27.171 -20.108 -5.380 1.2084 0.2291 -0.7154
H 28.756 -21.064 -7.449 -0.9979 -0.1083 0.2729
H 29.591 -19.668 -7.715 0.1195 0.5289 -0.1265
H 27.919 -19.575 -8.201 -0.2202 -0.6888 -0.1705
H 29.170 -19.217 -5.501 -0.2204 -0.5454 0.7037
H 26.889 -17.627 -6.799 -0.2757 -0.2782 -0.0352
H 28.636 -17.371 -6.625 -0.0055 0.5195 -0.1976
H 27.074 -15.390 -4.058 0.2111 -0.1086 -0.3296
H 27.609 -15.427 -5.841 -0.8987 0.1662 0.0288
H 28.785 -15.719 -4.681 0.0137 0.6284 0.7960
H 27.653 -20.954 -5.112 -0.1650 -0.4952 0.3450
H 26.665 -20.354 -6.220 -1.2024 -0.6003 0.2904
C 23.333 -21.651 -2.094 1.7227 -0.9027 1.0834
C 24.878 -22.068 -1.958 -3.2919 1.1647 0.7879
C 25.132 -23.511 -2.234 -1.2623 0.2725 0.8199
O 26.394 -23.838 -1.663 -0.6315 -2.2238 0.3262
C 26.244 -25.156 -1.018 0.4611 1.5681 0.1200
N 25.607 -21.265 -2.858 1.2305 0.1742 -0.4157
H 23.164 -20.647 -1.706 0.3323 0.2572 -0.4125
H 22.796 -22.257 -1.364 -0.4656 -0.3662 -0.4666
H 23.024 -21.768 -3.133 -0.3372 -0.0424 0.1231
H 25.153 -21.888 -0.919 0.2097 0.1580 0.1414
H 25.032 -23.754 -3.292 0.3215 -0.1126 -0.1451
H 24.294 -23.964 -1.703 0.2057 -0.9355 0.1159
H 25.467 -25.074 -0.257 -0.1169 0.0041 0.0559
H 27.182 -25.336 -0.493 0.0535 -0.3390 -0.2942
H 25.953 -25.952 -1.703 0.3310 0.1086 -0.2185
H 26.446 -21.828 -2.860 1.2488 0.7976 -0.7847
H 25.152 -21.510 -3.726 0.1936 0.4093 -0.9881
C 22.678 -17.592 -4.649 -0.9836 1.4878 0.1755
C 24.096 -17.509 -4.205 0.0583 -0.1741 -0.1313
C 24.349 -16.701 -2.927 -0.2148 -0.5842 -2.0394
O 25.768 -16.700 -2.674 -2.8089 1.2234 -0.6091
C 25.957 -15.799 -1.617 1.6485 -0.5397 1.5971
N 24.564 -18.885 -4.189 0.2958 -0.1190 0.0256
H 22.213 -16.613 -4.542 -0.3691 0.1644 -0.1250
H 22.122 -18.288 -4.022 -0.1165 -0.1715 -0.2696
H 22.677 -17.835 -5.712 -0.3617 -0.4116 0.1613
H 24.637 -17.057 -5.037 0.3775 0.4025 0.2003
H 23.638 -17.004 -2.158 0.7276 -0.7934 0.9076
H 23.961 -15.701 -3.121 0.5037 0.4908 -0.2671
H 25.450 -14.834 -1.586 -0.6237 -0.1008 -0.8962
H 27.020 -15.561 -1.584 0.0867 -0.2937 0.2563
H 25.666 -16.370 -0.735 0.2271 0.4216 0.4878
H 23.980 -19.481 -3.621 -0.1535 0.1519 0.7467
H 24.272 -19.227 -5.093 0.6007 -0.4361 -0.6396
C 18.584 -19.653 3.217 -0.8646 0.6414 -0.4658
C 19.623 -19.945 2.160 0.9156 -1.1853 1.2866
C 20.876 -18.985 2.233 -1.8508 -0.9062 -1.1187
O 21.780 -19.349 1.187 -1.4065 -0.1176 1.0122
C 22.902 -18.521 1.191 0.4418 -0.0702 -0.1953
N 20.131 -21.263 2.439 0.2292 -1.5932 0.0304
H 17.627 -20.134 3.018 0.1222 -0.3794 -0.4786
H 18.358 -18.606 3.014 -0.1173 0.4427 1.2344
H 18.784 -20.009 4.227 0.6074 0.8073 0.1382
H 18.985 -20.114 1.292 0.8978 1.0594 -0.9170
H 21.330 -19.115 3.216 0.1464 -0.2722 0.2119
H 20.491 -17.966 2.241 0.4839 0.5742 -0.7204
H 23.622 -18.736 1.980 -0.2162 0.0216 0.5404
H 22.501 -17.512 1.287 0.7948 0.4650 -0.3766
H 23.469 -18.760 0.291 -0.1744 0.6000 -0.2910
H 20.719 -21.207 3.259 0.0338 -0.1347 0.3233
H 20.760 -21.575 1.713 0.0343 0.0346 -0.2719
C 30.610 -22.895 -4.319 0.4551 0.2813 0.5699
C 30.426 -24.244 -4.924 -2.5248 1.1660 -1.1101
O 29.757 -24.264 -5.957 1.1642 -1.4062 0.9862
C 31.067 -25.364 -4.143 0.3487 0.3615 -1.1316
H 29.677 -22.346 -4.188 -0.1117 -0.1841 0.0781
H 31.183 -22.282 -5.014 0.2382 0.0580 0.1683
H 31.121 -22.983 -3.360 0.1093 0.4796 0.0156
H 30.713 -25.411 -3.113 -0.0959 -0.0212 -0.1513
H 32.058 -24.910 -4.133 0.5904 -0.6458 0.4678
H 31.091 -26.322 -4.662 -0.1877 0.0702 0.1755
```
Forces are in eV/Å.

## Properties
* LUMO energy: 1.280 eV
* energy: -114364.2156 eV
* gap between HOMO and LUMO: 6.294 eV
* E_HOMO: -5.01 eV
* net charge: -1

=====

# 2
Entry from the OMol25 dataset: a structure of composition C19H55AgN8O7 (ωB97M-V/def2-TZVPD).

The geometry in XYZ format:
```
90
Properties=species:S:1:pos:R:3:forces:R:3
Ag -2.936 2.011 -1.224 0.4645 -1.1395 1.0817
C -0.567 -0.037 0.142 -0.9066 -0.3924 -0.4147
O -1.825 0.445 0.361 -2.1903 1.5070 0.5321
H -0.334 0.225 -0.891 1.1400 -0.3072 -0.3964
H 0.216 0.323 0.809 0.0969 0.1377 0.1587
H -0.632 -1.117 0.279 0.6949 -0.5645 -0.2929
C -1.985 -4.713 4.046 -0.2126 1.9456 2.1842
C -1.136 -4.668 2.834 -1.0534 1.6748 0.2808
C 0.325 -4.422 3.068 1.0519 -0.5422 0.7756
O 0.718 -3.232 3.773 -0.5793 0.2168 -0.8365
C 0.502 -1.941 3.142 0.3343 -0.8430 0.5836
N -1.511 -5.851 2.161 0.2609 -1.7642 -2.6922
H -3.026 -5.019 3.941 0.0333 0.1379 -0.7024
H -2.018 -3.706 4.462 -0.0657 -0.0551 0.6964
H -1.583 -5.406 4.786 0.3420 0.0455 0.1470
H -1.342 -3.797 2.213 -1.0151 0.0419 -0.2752
H 0.855 -4.456 2.116 0.0566 -0.2080 -0.1549
H 0.629 -5.247 3.712 0.7181 0.0090 0.0204
H 0.894 -1.780 2.137 0.0762 -0.8753 -0.4072
H 1.125 -1.266 3.728 -0.5564 0.1831 0.3285
H -0.561 -1.703 3.121 0.0014 0.3226 0.2217
H -2.356 -5.609 1.663 0.0413 -0.0767 -0.5693
H -1.886 -6.545 2.792 0.5476 -0.1564 0.3938
C -3.175 1.298 -4.992 0.9502 1.3897 0.3398
C -1.903 1.324 -4.015 -0.5978 -2.0313 -1.8905
C -1.295 2.606 -3.448 -1.4822 0.2204 -0.4263
O -2.339 3.471 -2.878 0.4077 -0.8742 0.6826
C -1.748 4.648 -2.324 0.9677 1.4802 -1.8266
N -2.257 0.291 -3.079 -0.3956 0.1542 2.8725
H -4.032 0.866 -4.475 0.1365 -0.0005 0.0436
H -2.966 0.737 -5.903 0.1211 -0.1473 0.2072
H -3.481 2.292 -5.318 0.0884 0.1113 0.0496
H -1.096 0.849 -4.573 0.4845 0.7166 -0.6112
H -0.814 3.076 -4.306 -0.1659 0.5379 -0.0309
H -0.505 2.463 -2.710 -0.0721 -0.4031 0.2343
H -2.417 5.455 -2.029 -0.7950 -0.8324 0.3293
H -1.313 5.082 -3.224 0.6517 0.4883 0.0566
H -0.951 4.553 -1.586 -0.2499 -0.7564 0.2503
H -1.539 0.036 -2.416 0.2034 0.0085 0.0507
H -2.709 -0.556 -3.393 -0.0543 0.4019 -0.4435
C 2.481 -2.821 -3.480 -0.8648 -0.0344 0.8354
C 1.624 -1.555 -3.175 2.5451 -2.4232 1.2502
C 2.484 -0.352 -3.323 -0.3113 2.0940 0.8018
O 3.536 -0.315 -2.419 0.8616 -1.2637 2.1265
C 4.404 0.816 -2.406 -0.1027 -1.4573 -1.3546
N 0.489 -1.481 -3.976 -2.3371 0.1337 -1.4891
H 2.476 -3.174 -4.511 0.3246 0.5551 -0.2158
H 2.011 -3.630 -2.922 0.0877 -0.2419 0.0666
H 3.466 -2.672 -3.037 0.1061 -0.1526 -0.4171
H 1.318 -1.730 -2.144 0.3564 0.5911 0.4673
H 1.921 0.503 -2.947 -0.8992 0.5857 -1.0903
H 2.802 -0.261 -4.361 0.0370 0.2463 -0.2569
H 5.105 0.768 -1.573 -0.3459 -0.2551 0.1300
H 3.899 1.782 -2.409 -0.1782 0.0328 -0.1889
H 4.945 0.566 -3.319 0.7127 1.3900 -0.2350
H -0.304 -1.224 -3.406 -0.1256 0.3651 -0.1037
H 0.221 -2.397 -4.307 0.1781 -0.1535 -0.3059
C 2.035 2.143 2.875 1.2858 -0.2620 -0.3897
C 2.890 1.897 1.602 -0.2715 -0.3452 1.2854
C 3.415 0.459 1.472 -1.5412 0.9234 -0.3349
O 4.170 0.075 2.543 2.3348 -0.4711 1.1176
C 5.564 0.464 2.571 -0.8768 -0.3780 0.1798
N 2.028 2.268 0.538 -0.0942 0.1305 -1.7505
H 2.464 1.725 3.786 0.1819 0.0276 -0.0616
H 1.069 1.662 2.720 -0.2326 0.3420 0.0798
H 2.012 3.230 2.946 -0.6964 -0.0977 0.2771
H 3.715 2.609 1.589 0.3388 -0.0488 0.1880
H 3.842 0.313 0.479 0.6000 -0.0667 -0.1340
H 2.541 -0.192 1.497 -0.2386 -0.1412 -0.0945
H 5.716 1.543 2.542 -0.1935 0.1287 0.0192
H 6.147 0.014 1.767 -0.1748 -0.1307 -0.2812
H 5.952 0.070 3.511 -0.0431 0.1221 -0.0319
H 2.433 1.949 -0.331 0.1631 0.1304 -0.4621
H 1.134 1.801 0.569 -0.1054 0.2832 0.2887
C -1.313 4.011 1.431 2.6080 -0.8127 -3.8889
O -0.418 3.799 0.605 0.6156 0.8649 0.5932
N -2.113 3.093 1.760 -4.1473 -6.2104 2.2348
N -1.771 5.139 1.828 -0.2551 7.3950 1.8799
H -1.873 2.123 1.612 0.1043 -0.4256 -0.6052
H -2.927 3.234 2.342 0.4005 0.1188 0.0403
H -1.169 5.951 1.838 0.1611 -0.2094 -0.5152
H -2.525 5.305 2.478 0.1351 -0.8095 -0.0933
C -4.368 -1.277 2.262 -5.2917 -6.0914 3.8493
O -5.097 -1.757 3.168 1.1478 0.0831 -0.7653
N -3.943 -1.908 1.207 2.0486 -3.2810 -3.0316
N -4.188 -0.070 2.087 1.4777 9.3359 0.2405
H -4.106 -2.885 1.012 0.2675 0.3296 0.4668
H -3.205 -1.389 0.752 0.1868 -0.6767 -0.8444
H -3.463 0.178 1.429 0.2736 0.8580 -0.0660
H -4.557 0.619 2.728 0.3080 -0.3882 0.0392
```
Forces are in eV/Å.

## Properties
* LUMO energy: -0.448 eV
* energy: -50841.1141 eV
* gap between HOMO and LUMO: 7.763 eV
* E_HOMO: -8.21 eV

=====

# 3
Entry from the OMol25 dataset: a structure of composition C19H55BHgO7 (ωB97M-V/def2-TZVPD).

The geometry in XYZ format:
```
83
Properties=species:S:1:pos:R:3:forces:R:3
Hg -4.616 28.033 -15.674 -1.0535 -0.0915 -0.1855
B -3.950 25.683 -15.666 -0.1509 0.5190 0.5063
H -3.700 24.530 -15.732 -0.0972 -0.5500 -0.0385
H -2.999 26.317 -16.008 0.5068 0.1282 -0.3465
H -4.944 25.932 -16.294 -0.3825 -0.2631 -0.6601
H -4.206 25.972 -14.532 0.0233 -0.2424 0.7289
C -7.429 27.094 -15.508 0.3723 -0.4958 -0.6594
O -6.752 28.316 -15.437 0.5476 0.3004 -0.0388
H -7.290 26.474 -14.612 -0.0743 -0.0270 0.0060
H -8.504 27.182 -15.713 -0.0183 0.5411 0.3580
H -7.079 26.501 -16.371 0.0322 -0.2275 0.2036
C -3.848 23.021 -19.943 -0.1512 0.3216 -0.5342
C -3.785 23.166 -18.432 0.2831 -0.5649 -0.0738
C -3.353 21.867 -17.772 -0.3920 -0.5632 -0.2337
O -2.878 24.214 -18.078 -0.6239 -0.1128 0.0791
H -2.893 23.258 -20.414 0.1060 -0.0821 0.1762
H -4.586 23.690 -20.394 0.0788 0.1641 0.1377
H -4.142 22.021 -20.265 0.0740 -0.0968 0.2229
H -4.788 23.398 -18.056 0.0428 0.2101 0.0267
H -2.356 21.549 -18.081 0.0938 0.2298 0.0589
H -4.039 21.083 -18.112 0.0093 -0.0450 0.1121
H -3.425 21.888 -16.684 0.1473 0.2154 -0.0004
H -3.211 24.518 -17.213 0.3860 0.1853 -0.1283
C -3.278 28.444 -11.218 0.0593 0.1712 0.0793
C -3.972 27.657 -12.324 -0.4664 0.1747 1.2288
C -5.193 26.893 -11.816 0.0337 -0.1100 -0.1880
O -4.406 28.583 -13.342 0.8095 -0.2049 0.1714
H -3.190 27.854 -10.305 0.0216 -0.0626 -0.0448
H -3.840 29.350 -10.978 -0.0703 -0.0555 0.0450
H -2.274 28.758 -11.508 -0.0340 0.0122 -0.1008
H -3.256 26.932 -12.709 -0.1328 0.1837 -0.6226
H -5.453 26.106 -12.524 -0.0722 0.0008 0.0202
H -6.060 27.555 -11.728 0.0419 0.0610 0.0759
H -5.017 26.444 -10.840 0.0778 -0.0510 -0.0398
H -5.213 28.995 -13.010 -0.1363 -0.0021 -0.2236
C 0.133 24.749 -19.798 0.3040 -0.7695 0.0872
C 0.120 25.877 -18.791 -0.5771 0.2073 0.5611
C 0.994 27.051 -19.173 0.1217 0.0527 0.3228
O -1.224 26.326 -18.592 0.1063 0.3826 -0.2017
H -0.329 25.032 -20.744 0.0371 0.1776 0.0289
H -0.405 23.881 -19.407 -0.2359 0.1640 0.0255
H 1.137 24.358 -19.990 0.0998 0.3182 -0.0614
H 0.452 25.534 -17.801 0.3167 -0.3044 -0.2018
H 0.748 27.442 -20.161 0.1282 -0.0797 -0.0669
H 2.036 26.735 -19.100 0.0279 -0.0031 -0.4324
H 0.913 27.866 -18.450 -0.2893 -0.0251 -0.0107
H -1.771 25.544 -18.387 -0.0485 0.1340 -0.2599
C -5.869 29.327 -19.593 0.3227 -0.2169 0.1537
C -5.607 28.028 -18.853 0.2959 -1.0271 -0.2593
C -5.442 26.789 -19.734 -1.0592 0.9258 -0.9157
O -4.375 28.142 -18.110 -0.3502 0.5101 0.2300
H -5.139 29.353 -20.407 -0.2015 0.4013 -0.1662
H -5.703 30.165 -18.917 0.1281 -0.0076 -0.0059
H -6.885 29.441 -19.966 0.0223 -0.3097 -0.1909
H -6.422 27.776 -18.173 0.2813 0.4389 0.5024
H -4.579 26.884 -20.398 0.2192 -0.1789 0.2473
H -6.307 26.797 -20.409 0.0020 -0.3398 0.0174
H -5.451 25.863 -19.167 0.2954 0.0304 0.0895
H -3.647 28.185 -18.740 0.1293 -0.1903 0.0648
C -0.341 27.510 -15.506 0.4682 0.5833 -0.5831
C -1.385 28.442 -14.914 0.3359 -0.3866 0.6733
C -0.769 29.685 -14.306 -0.1564 0.5318 0.2417
O -2.375 28.795 -15.898 0.4216 0.2630 0.2906
H -0.766 26.782 -16.192 -0.1520 -0.0905 0.2054
H 0.284 27.028 -14.755 -0.2401 -0.0554 0.1699
H 0.351 28.127 -16.096 -0.0012 -0.0973 -0.0861
H -1.893 27.912 -14.108 -0.3723 0.0029 -0.2303
H -1.524 30.328 -13.848 -0.1455 -0.1879 0.0058
H -0.257 30.321 -15.033 0.1374 -0.2735 -0.1405
H -0.067 29.413 -13.516 0.0956 -0.0451 -0.1018
H -1.872 29.016 -16.690 -0.3724 -0.0596 -0.3159
C -0.917 23.914 -14.166 0.2110 -0.2993 -0.3046
C -1.872 22.749 -13.901 -0.3718 0.6003 0.1107
C -1.401 21.938 -12.715 0.2207 0.1938 0.5032
O -3.155 23.267 -13.553 -0.0830 -0.1923 0.1953
H -1.065 24.704 -13.427 0.1156 -0.2294 0.2855
H -1.055 24.406 -15.131 -0.1323 -0.2737 -0.1217
H 0.099 23.515 -14.117 0.1363 0.3458 -0.0270
H -1.986 22.108 -14.782 0.2287 0.0381 -0.0813
H -1.293 22.625 -11.870 -0.1042 -0.0563 0.0494
H -0.415 21.493 -12.858 -0.0725 -0.0795 -0.2707
H -2.105 21.162 -12.420 -0.0690 0.0041 -0.1601
H -3.370 23.993 -14.154 -0.0655 -0.0978 0.0165
```
Forces are in eV/Å.

## Properties
* LUMO energy: 0.130 eV
* energy: -39775.5950 eV
* gap between HOMO and LUMO: 8.828 eV
* E_HOMO: -8.70 eV